{
  "formula": "C2H6ClNOS",
  "method": "ωB97M-V/def2-TZVPD",
  "energy_ha": -1068.0904,
  "gap_ev": 9.00,
  "species": ["C", "C", "N", "O", "S", "Cl", "H", "H", "H", "H", "H", "H"],
  "positions_angstrom": [[-0.651, -1.175, -1.241], [-0.556, 0.015, -0.276], [1.341, 1.341, 1.260], [0.396, -0.708, 2.443], [1.120, -0.293, 1.298], [-0.488, 1.534, -1.241], [-1.635, -1.356, -1.722], [-0.373, -2.091, -0.521], [0.085, -0.961, -2.060], [-1.378, 0.214, 0.355], [1.725, 1.711, 0.315], [0.414, 1.768, 1.390]]
}

=====

{
  "formula": "C8H32N8O8",
  "method": "ωB97M-V/def2-TZVPD",
  "energy_ha": -1363.8075,
  "smiles": "NC(N)=O.NC(N)=O.NC(N)=O.NC(N)=O.CO.CO.CO.CO",
  "gap_ev": 7.80,
  "species": ["C", "O", "N", "N", "H", "H", "H", "H", "C", "O", "N", "N", "H", "H", "H", "H", "C", "O", "N", "N", "H", "H", "H", "H", "C", "O", "N", "N", "H", "H", "H", "H", "C", "O", "H", "H", "H", "H", "C", "O", "H", "H", "H", "H", "C", "O", "H", "H", "H", "H", "C", "O", "H", "H", "H", "H"],
  "positions_angstrom": [[-29.709, -5.398, 10.205], [-30.614, -4.480, 9.651], [-29.776, -5.925, 11.400], [-28.639, -5.784, 9.576], [-30.667, -5.767, 11.938], [-29.000, -6.336, 11.907], [-28.502, -5.489, 8.573], [-27.993, -6.524, 9.833], [-28.643, -10.233, 6.797], [-29.373, -9.082, 6.921], [-27.903, -10.590, 5.781], [-28.355, -10.973, 7.757], [-27.964, -10.097, 4.865], [-27.415, -11.526, 5.716], [-28.892, -10.893, 8.645], [-27.985, -11.917, 7.557], [-30.138, -9.436, 10.256], [-31.478, -9.166, 10.404], [-29.195, -8.575, 10.355], [-29.597, -10.688, 10.269], [-29.460, -7.588, 10.418], [-28.226, -8.795, 10.050], [-28.619, -10.918, 10.412], [-30.225, -11.498, 10.303], [-26.520, -10.105, 10.539], [-25.734, -9.444, 11.582], [-26.895, -9.481, 9.498], [-26.966, -11.331, 10.582], [-26.360, -8.598, 9.321], [-27.263, -9.991, 8.643], [-26.583, -11.801, 11.382], [-27.158, -12.051, 9.895], [-31.803, -7.083, 7.629], [-31.840, -6.204, 6.467], [-32.097, -8.121, 7.362], [-32.480, -6.687, 8.457], [-30.831, -7.135, 8.042], [-31.663, -5.314, 6.753], [-28.929, -10.713, 13.607], [-28.223, -9.719, 13.000], [-29.915, -10.707, 13.127], [-29.094, -10.569, 14.651], [-28.489, -11.658, 13.275], [-28.621, -9.699, 12.138], [-27.614, -6.469, 13.811], [-27.562, -7.063, 12.499], [-27.622, -5.420, 13.786], [-26.781, -6.778, 14.499], [-28.596, -6.745, 14.245], [-27.547, -7.996, 12.617], [-28.109, -14.116, 9.887], [-27.409, -13.490, 8.846], [-28.673, -13.296, 10.300], [-27.508, -14.594, 10.639], [-28.739, -14.840, 9.402], [-26.845, -14.116, 8.357]]
}

=====

{
  "formula": "C7H13O9Tl",
  "method": "ωB97M-V/def2-TZVPD",
  "energy_ha": -1123.3206,
  "gap_ev": 2.70,
  "charge": 2,
  "species": ["Tl", "O", "C", "O", "O", "H", "C", "O", "C", "O", "O", "C", "H", "H", "H", "H", "H", "H", "C", "O", "C", "O", "O", "C", "H", "H", "H", "H", "H", "H"],
  "positions_angstrom": [[3.010, 2.306, 3.159], [0.278, 0.566, -0.242], [1.386, 1.241, -0.516], [1.978, 1.728, 0.438], [1.950, 1.246, -1.641], [0.050, 0.385, -1.157], [-1.558, 2.061, 5.067], [-1.656, 0.836, 4.353], [-0.652, 0.315, 3.644], [0.383, 0.904, 3.313], [-1.080, -0.904, 3.210], [-0.255, -1.680, 2.339], [-1.720, 1.881, 6.129], [-2.192, 2.875, 4.715], [-0.530, 2.423, 5.115], [-0.322, -1.276, 1.329], [-0.514, -2.739, 2.316], [0.818, -1.798, 2.491], [-0.785, 0.599, -5.340], [0.165, -0.318, -4.819], [0.122, -0.715, -3.509], [-0.693, -0.310, -2.682], [0.942, -1.662, -3.367], [0.961, -2.510, -2.173], [-0.276, 1.193, -6.099], [-1.091, 1.386, -4.650], [-1.652, 0.144, -5.819], [-0.005, -2.882, -1.833], [1.370, -1.913, -1.357], [1.571, -3.381, -2.413]]
}

=====

{
  "formula": "H4N2O2S",
  "method": "ωB97M-V/def2-TZVPD",
  "energy_ha": -660.4919,
  "gap_ev": [10.18, 10.18],
  "species": ["N", "N", "O", "O", "S", "H", "H", "H", "H"],
  "positions_angstrom": [[0.011, -1.607, -0.774], [0.643, 0.881, 1.039], [-0.536, 1.090, -1.192], [-1.770, 0.269, 0.837], [-0.576, 0.364, 0.030], [0.944, -1.255, -1.023], [-0.557, -1.436, -1.724], [1.576, 0.867, 0.858], [0.265, 0.828, 1.948]]
}

=====

One value per record, in order, for F_max: 5.2, 10.6, 3.6, 4.7 eV Å⁻¹.
One value per record, in order, for energy relative to the best compared isomer or geometry (same formula, charge and spin): 33.7, 173.2, 8.1, 51.8 kcal per mole.